Entry 1:
Entry from the OMol25 dataset: a cluster of 2 separate species, C35H46N3O4 in total in a non-equilibrium geometry (ωB97M-V/def2-TZVPD).

Results
Total charge: +1
Gap between HOMO and LUMO (eV): 6.16
HOMO (Eh): -0.3709

Each line ends with the Löwdin charge.
Geometry (Å):
H  -4.0601  -0.0381  -2.0174  0.113
C  -3.2493  -0.6868  -5.7659  -0.066
H  -5.0071  0.4966  -6.2013  0.107
C  -1.1070  -6.2553  -0.8396  0.018
C  -2.1792  -4.5896  0.7422  0.014
O  -4.1420  -3.7534  -3.1690  0.097
C  -4.1385  -5.8270  -1.2176  -0.004
H  -1.5760  -1.8428  -5.0071  0.111
C  -4.6676  0.3266  -4.0748  -0.068
H  0.4430  -0.1788  1.7482  0.166
H  0.1368  1.2131  3.5064  0.122
H  3.9450  1.5526  -0.3450  0.141
H  -0.0589  -6.2004  -0.5378  0.070
C  3.2840  0.5045  -2.0978  -0.191
C  -1.8122  -4.8994  -0.7135  -0.456
C  3.1248  -1.4175  0.0553  -0.066
C  2.7492  -0.0649  0.2996  -0.153
H  -1.6218  -6.9826  -0.2032  0.094
C  2.1349  2.0610  3.2628  -0.129
C  -1.9696  -1.6826  -2.3350  -0.091
C  2.3368  -3.6331  0.0051  -0.025
O  5.4888  -6.7468  3.5440  -0.072
H  -1.3041  -3.4313  -3.4452  0.169
H  3.7773  2.0874  1.8072  0.133
C  4.5127  -4.1230  1.2306  -0.008
N  -1.0998  -3.7838  -1.3567  0.038
H  3.5815  1.3564  -2.7232  0.119
C  -2.4492  -1.2386  -4.7640  -0.043
H  1.3823  0.4037  4.4710  0.129
H  4.9798  -3.2764  0.7406  0.099
H  5.7950  -8.1585  4.9366  0.098
H  1.6097  3.0201  3.3091  0.117
H  -0.0492  -3.8268  3.9386  0.099
H  -2.9991  -0.8632  -6.8092  0.106
H  4.4345  -2.5819  -1.3551  0.101
C  4.6984  -6.0568  2.6890  -0.239
H  4.4457  -1.0374  -3.0555  0.112
H  3.2406  -1.9749  0.9902  0.068
H  5.3575  -0.0428  -1.9411  0.114
C  4.3896  -0.5452  -2.0735  -0.181
C  2.7084  1.8494  1.8628  -0.146
H  2.3647  0.0945  -2.5284  0.110
C  0.9340  -3.3971  3.7356  -0.023
H  1.4703  -3.1291  4.6561  0.110
N  2.4437  0.4593  1.5358  -0.043
H  0.5281  -2.5729  -1.7368  0.147
C  3.1528  -4.4153  0.9482  -0.204
C  -2.7800  -1.0326  -3.4256  -0.245
H  4.1079  -7.5398  4.9452  0.100
H  -4.9735  -5.5809  -1.8794  0.102
C  5.2702  -4.9161  2.0576  0.033
H  -2.6466  -5.4770  1.1809  0.092
H  -5.5299  0.9350  -3.7935  0.108
H  2.2016  1.7475  -0.6981  0.128
C  1.7386  -1.4329  2.8268  -0.461
H  2.8288  -3.4515  -0.9744  0.120
C  3.3621  -6.4124  2.3758  0.000
C  -3.8561  -0.2140  -3.0760  -0.040
C  0.1347  -3.3239  -1.0462  0.013
C  4.2911  -1.5723  -0.9163  -0.193
C  1.3757  -0.0720  2.3301  -0.196
H  1.6422  -5.9384  1.2194  0.106
H  5.1861  -1.4280  -0.2703  0.121
C  3.0338  1.0240  -0.6886  -0.141
H  0.4090  -4.3007  0.8133  0.085
C  -3.1510  -3.9602  -2.4700  -0.358
H  6.3230  -4.7043  2.2315  0.130
H  -2.8867  -3.7482  0.7697  0.109
C  0.9328  -3.7819  -0.0056  -0.076
H  2.9268  -7.3356  2.7669  0.114
H  -1.1663  -6.6050  -1.8780  0.105
H  -3.8459  -6.8751  -1.3705  0.099
N  -3.0366  -4.9409  -1.5204  -0.041
O  0.6555  -2.2092  2.9793  -0.033
H  1.5545  -4.0706  3.1284  0.071
C  4.9530  -7.8514  4.3119  -0.044
C  2.6359  -5.6060  1.5248  -0.046
O  2.8668  -1.8058  3.1249  0.109
C  -1.8216  -3.2003  -2.4881  -0.159
H  4.6441  -8.6823  3.6609  0.097
H  -2.4271  -1.4872  -1.3502  0.133
C  -4.3657  0.0835  -5.4208  -0.076
H  -0.9584  -1.2470  -2.3181  0.114
H  2.9382  2.0796  4.0083  0.119
H  2.1822  2.5205  1.1715  0.116
H  -4.4570  -5.7084  -0.1723  0.095
C  1.1830  0.8967  3.5113  -0.086
H  -1.3062  -4.3224  1.3373  0.063

Force components x, y, z for each atom (eV/Å):
-0.08 -0.03 -0.34
0.00 0.07 0.30
0.22 -0.13 0.23
0.17 0.07 -0.21
-0.14 0.24 -0.03
1.69 -0.24 1.00
-0.04 -0.36 0.30
-0.20 0.11 -0.13
0.24 -0.02 -0.07
0.23 0.13 0.11
0.18 0.03 0.18
-0.41 -0.05 -0.15
-0.10 -0.04 0.01
0.15 0.12 0.15
-0.76 -0.47 0.12
-0.01 2.65 0.86
1.69 -1.36 -0.06
0.15 0.11 -0.13
0.40 0.24 0.20
0.06 0.10 0.31
-0.93 -1.73 -1.32
-0.50 0.07 -0.22
-0.26 0.03 0.53
-0.20 -0.18 0.00
-0.47 -0.17 -0.49
1.79 0.87 0.18
-0.08 -0.29 -0.01
-0.42 0.23 0.01
-0.07 0.13 -0.25
0.00 -0.07 0.24
-0.29 -0.03 -0.11
0.18 -0.17 0.08
0.25 -0.04 0.09
-0.10 0.07 0.17
-0.37 0.34 0.33
-0.38 0.09 -0.10
-0.05 0.00 0.35
-0.03 0.45 -0.41
-0.24 0.06 -0.20
0.43 0.06 -0.17
-0.40 0.74 -0.24
0.01 0.00 0.11
-0.07 -0.28 -0.07
-0.24 -0.22 -0.26
-0.52 -0.13 -0.10
-0.06 -0.24 0.15
0.24 -0.56 0.59
-0.05 0.18 0.10
0.27 0.04 -0.25
0.26 0.00 0.11
-0.14 -0.75 0.50
0.06 0.26 0.03
0.27 -0.17 -0.19
0.32 -0.19 0.08
1.31 -1.13 0.80
-0.53 0.32 0.97
0.91 -0.09 0.38
-0.03 -0.25 -0.37
-0.94 -1.11 -0.51
0.40 -0.02 -0.26
-0.17 -0.53 -0.12
0.24 0.09 0.23
-0.34 -0.14 -0.42
0.19 -0.13 -0.74
0.77 0.34 -0.46
-1.16 -0.05 -0.45
-0.26 0.02 0.06
0.20 -0.24 0.05
0.27 -0.03 0.59
0.15 0.40 -0.14
0.13 0.11 0.23
-0.12 0.24 -0.02
-0.03 0.71 -0.35
0.26 0.31 0.19
-0.21 0.15 0.39
0.13 0.30 -0.29
-0.28 0.64 -0.60
-1.53 0.63 -0.30
-0.25 0.05 -0.67
0.13 0.27 0.12
0.15 0.00 -0.30
0.01 -0.05 0.19
-0.22 -0.04 0.05
-0.21 -0.03 -0.15
0.16 0.02 0.05
-0.01 0.00 -0.29
-0.56 -0.22 0.18
-0.21 -0.09 0.03

Entry 2:
Entry from the OMol25 dataset: a structure of composition C35H46N6O3P2Pd in a non-equilibrium geometry (ωB97M-V/def2-TZVPD).

Results
<S²>: 6.063
Total charge: +2
Gap between HOMO and LUMO (spin up / spin down) (eV): 7.12 / 3.11
Energy above the lowest of the compared OMol25 structures with the same formula, charge and spin (kcal/mol): 0.00
Multiplicity: 5
HOMO (spin up / spin down) (Eh): -0.4466 / -0.4466

Each line ends with the Mulliken spin population.
Geometry (Å):
C  3.1460  -3.6405  -6.9290  0.081
C  -0.2742  0.3738  5.7037  0.032
C  -1.5718  1.7353  -2.7481  0.002
C  -0.7105  -0.8792  -5.4606  -0.001
H  -0.0559  -0.6737  8.9996  0.018
H  -5.9393  -0.9131  -6.3754  0.000
C  -5.1389  -1.2018  -5.7154  0.000
O  -2.5608  -1.1063  8.2547  0.035
C  2.5603  -3.7422  -4.7323  0.348
H  2.3731  -3.9948  -3.6892  0.008
C  0.7101  -0.3093  -5.3905  0.000
C  1.5250  -0.0700  0.9385  -0.109
H  -2.9005  3.0225  7.5506  0.000
C  3.9251  0.3216  -3.2055  0.012
H  3.5183  -3.8836  -7.9126  -0.001
C  1.9512  -1.5246  3.5173  0.506
H  2.6570  -1.4723  -7.1116  0.057
H  2.1226  -0.8805  4.3945  -0.030
H  0.8377  -1.1177  7.5360  0.004
H  0.4629  2.5040  3.7303  0.020
H  2.2132  -0.9127  0.8642  0.051
C  -0.7900  0.2170  7.1786  0.098
N  3.1131  -0.0858  -4.2797  -0.003
C  -3.8367  -2.3862  -4.2653  0.000
H  -1.6800  0.1185  -0.1693  -0.006
C  4.8084  1.1530  -5.1314  0.010
O  -1.7789  -2.2506  3.9160  0.051
H  0.7598  0.4637  -1.0449  -0.007
C  0.4395  -0.0300  -0.1183  0.014
C  -1.6227  3.0883  -3.0740  0.000
C  3.6800  0.4086  -5.4592  0.007
H  1.9429  3.0899  1.9298  0.003
H  -3.7834  0.5655  -5.7484  0.000
H  1.1442  1.3469  9.2956  0.002
H  0.2292  -1.0769  -0.3715  -0.012
C  -4.0345  -0.4251  -5.4036  0.000
C  4.9459  1.1070  -3.7025  0.001
H  3.2443  -5.5636  -5.7797  0.000
H  -1.2790  -0.3281  -6.2304  0.000
C  -5.0102  -2.4419  -4.9945  0.000
H  3.2601  0.2059  -6.4349  -0.005
H  2.6525  0.9026  2.4735  0.000
C  1.4166  0.7754  8.3915  0.006
H  0.6908  0.7947  -5.2625  0.001
H  1.6649  -2.5373  3.8480  0.052
N  2.3625  -2.4372  -5.1688  -0.040
C  -1.4788  -1.4611  4.8290  -0.038
H  5.7038  1.6007  -3.1190  0.000
O  0.4834  1.3616  5.5006  0.557
H  -1.4747  3.8994  -2.3808  0.000
C  -1.0810  1.6182  2.6822  0.229
H  -0.3622  3.5711  2.5796  0.003
H  -3.3522  -3.0990  -3.6050  0.000
C  -0.8640  0.6279  0.3536  0.034
C  -1.3615  1.5500  7.7456  -0.003
C  -1.9664  1.8787  -4.9635  0.000
H  -2.8278  -2.2964  6.1365  0.000
N  -3.2339  -1.1330  -4.4923  0.000
C  1.8476  1.0189  1.7468  0.188
C  0.3654  -0.2730  8.0670  -0.011
H  5.4570  1.6602  -5.8281  0.000
H  0.8507  2.5613  0.6547  0.013
H  -0.7027  -1.9501  -5.7525  0.002
H  -2.4827  2.2201  6.0111  0.001
H  -0.8810  1.6782  0.0463  0.008
H  -1.8240  1.7901  3.4507  0.012
N  -0.5612  -0.4862  4.7151  0.150
H  -2.0200  -0.1799  2.0557  -0.002
C  2.7168  -2.3784  -6.5175  0.344
C  -2.6309  2.0634  7.0896  -0.001
P  1.7053  -1.0830  -4.0339  -0.006
P  -1.6276  -0.7927  -3.8404  0.000
H  2.8330  -1.5610  2.8556  -0.033
H  -0.5547  2.2928  7.6725  -0.001
H  1.2117  -0.5066  -6.3562  0.003
Pd  0.2472  -1.1578  2.5593  1.130
C  -1.9021  -0.8636  7.2374  0.004
H  -1.4769  1.2265  -1.8051  -0.003
C  -1.1973  0.5160  1.8328  -0.068
C  0.0267  2.5515  2.7075  0.065
C  1.1907  2.3312  1.6678  0.018
C  3.0224  -4.5111  -5.8012  0.182
H  -2.1987  1.5428  -5.9688  0.000
H  3.6581  -0.0061  -2.2047  0.000
N  -1.7912  0.9786  -3.9016  0.001
C  -1.8928  3.1734  -4.4743  0.000
H  -2.0306  4.0799  -5.0482  0.000
H  1.5550  1.4659  7.5544  0.007
H  2.3588  0.2679  8.5975  0.000
N  -2.1330  -1.5647  6.0751  0.003
H  -5.7089  -3.2626  -5.0240  0.000
H  -1.5470  1.3780  8.8193  0.008
H  -3.4581  1.3523  7.2603  0.000

Force components x, y, z for each atom (eV/Å):
0.09 -2.10 1.58
1.24 0.87 -1.42
-0.23 0.88 -0.92
-0.01 -0.43 -0.14
-0.15 0.06 -0.36
-0.01 0.00 0.02
1.26 -0.05 0.79
1.80 0.85 -2.17
-0.51 2.28 -0.10
0.03 -0.03 -0.38
-0.36 0.02 -0.17
0.57 1.42 0.27
-0.03 -0.26 -0.25
0.07 0.32 -0.75
-0.09 -0.07 0.07
2.07 -0.48 0.96
-0.02 -0.41 0.24
-0.08 -0.22 -0.44
-0.09 0.09 0.29
-0.32 0.17 -0.54
-0.05 0.25 0.15
-1.26 0.05 1.11
0.12 -0.08 0.79
-0.50 0.72 -0.58
0.00 0.25 0.09
-1.15 -0.87 0.41
1.16 1.65 0.81
0.16 -0.08 0.10
0.12 -0.40 0.16
0.01 -1.35 0.08
0.81 0.63 0.49
-0.19 -0.14 -0.17
-0.17 -0.28 0.22
0.11 -0.10 -0.49
0.01 0.16 -0.17
-0.53 -0.90 0.07
-0.69 -0.57 -0.09
0.06 -0.05 0.03
0.16 -0.43 0.37
0.73 0.45 0.14
0.06 0.33 0.32
-0.14 -0.02 -0.19
-0.07 0.10 0.44
0.04 -0.62 0.19
0.10 0.04 -0.03
-0.54 -0.66 0.72
-1.87 -1.55 1.48
0.05 -0.06 0.02
-1.22 -1.53 0.96
-0.10 0.06 -0.04
-0.16 -2.02 -0.65
0.12 -0.01 0.16
-0.26 0.14 -0.12
0.13 -0.13 -0.16
0.50 0.02 0.01
0.06 0.38 0.52
-0.10 -0.06 0.02
0.20 -0.78 0.29
-0.10 -2.10 -0.93
0.61 -0.53 -0.47
-0.07 -0.02 0.03
0.04 -0.07 0.16
0.01 0.46 0.04
-0.16 0.01 0.19
-0.11 -0.25 0.17
0.02 -0.41 0.31
0.34 0.91 0.51
0.08 0.36 -0.04
-0.30 0.08 1.35
-0.15 -0.19 0.07
1.96 0.62 -2.41
-1.95 1.92 -2.06
-0.35 0.03 0.43
-0.29 -0.17 0.06
-0.31 0.35 0.57
-1.84 0.94 -0.45
-1.15 -0.39 1.33
0.06 0.16 -0.21
-0.71 0.83 0.51
1.32 0.84 -0.68
-0.53 1.11 0.67
0.67 0.62 -2.70
0.29 0.19 0.34
0.19 0.24 -0.20
0.55 0.16 0.60
0.18 -0.98 0.11
0.05 -0.18 0.03
0.17 -0.01 0.12
0.03 0.16 -0.01
0.12 -0.39 -0.94
0.08 -0.01 0.06
0.11 -0.08 -0.40
0.24 0.37 -0.21

| no. | E_tot (Eh) |
| --- | --- |
| 1 | -1826.2103 |
| 2 | -2725.3340 |